An isolated ion of composition C4H6IN2 and charge +1, computed with wB97M-V/def2-TZVPD.

The geometry in XYZ format:
```
13
Properties=species:S:1:pos:R:3:mulliken_charge:R:1
C 0.4645 1.1690 -0.1626 -0.375
C -0.4762 0.0021 0.1544 1.105
C 2.1803 -0.2862 -0.1424 -0.215
C -1.9010 0.2306 0.2768 -1.174
N 1.6975 0.9146 -0.1785 -0.201
N 0.1491 -1.0821 0.2543 -0.461
I 2.7129 -1.3913 -1.7457 0.373
H 0.0196 2.1628 -0.3914 0.333
H 2.7501 -0.5731 0.7139 0.411
H -2.4319 0.1082 1.2979 0.319
H -2.4966 -0.5949 -0.3048 0.320
H -2.2620 1.2948 -0.0809 0.302
H -0.4063 -1.9546 0.3090 0.263
```

Results
E_tot: -562.88277 Ha
LUMO: -5.42 eV
SMILES: [H]/N=C(\C)C=[N+]=CI
charge: +1
HOMO level: -14.261 eV
HOMO-LUMO gap: 8.84 eV


A 2-piece molecular cluster, C4H6INS overall, computed with wB97M-V/def2-TZVPD.

The geometry in XYZ format:
```
13
Properties=species:S:1:pos:R:3:mulliken_charge:R:1
C 0.2616 -0.4325 -0.2437 0.897
C -1.9172 2.9014 -0.4797 0.038
C 1.0802 -1.2404 0.7479 -1.016
C 0.5783 0.8715 -0.3543 -1.026
N -0.5304 -1.2905 -1.0229 -0.756
S -1.6751 3.5179 0.8823 -0.038
I -2.4010 -1.9179 -0.1214 0.097
H 1.4111 -0.4966 1.4931 0.313
H 1.9747 -1.7107 0.4292 0.268
H 0.5030 -2.0291 1.2262 0.273
H 0.0861 1.4356 -1.1138 0.431
H 1.4285 1.1428 0.3759 0.167
H -0.8000 -0.7514 -1.8186 0.352
```

Results
E_tot: -906.50134 Ha
LUMO: -0.73 eV
charge: 0
HOMO level: -8.876 eV
HOMO-LUMO gap: 8.15 eV


An isolated ion of composition C4H6IO3 and charge -1, computed with wB97M-V/def2-TZVPD.

The geometry in XYZ format:
```
14
Properties=species:S:1:pos:R:3:mulliken_charge:R:1
C 1.0024 -1.4354 -0.2088 0.511
C 0.3856 1.5215 0.4430 -1.461
C -0.4733 0.7736 -0.4809 -0.262
C -0.4979 -0.7491 -0.3290 0.152
O 1.2856 -2.0024 0.8430 -0.728
O 1.7147 -1.1647 -1.1711 -0.664
O -1.2804 -1.0868 1.0052 -0.563
I -1.5221 -1.7921 -1.9350 -0.056
H 0.1429 2.4918 0.4571 0.502
H 1.3758 1.3725 0.2171 0.368
H 0.0554 1.2673 1.4987 0.251
H -0.0237 0.9644 -1.4561 0.277
H -1.5521 1.1794 -0.5954 0.355
H -0.6131 -1.3400 1.7122 0.317
```

Results
E_tot: -679.47635 Ha
LUMO: 2.93 eV
SMILES: CC[C@@](O)(I)C(=O)[O-]
charge: -1
HOMO level: -4.714 eV
HOMO-LUMO gap: 7.64 eV


The molecule C4H6IP, computed with wB97M-V/def2-TZVPD.

The geometry in XYZ format:
```
12
Properties=species:S:1:pos:R:3:mulliken_charge:R:1
C 0.8768 -0.8546 0.8275 -0.089
C 0.5783 -0.3366 1.9539 -0.526
C 0.4812 -0.4805 -0.6117 -0.502
C -0.0910 0.9943 -0.8598 -0.806
P -1.5249 1.4921 0.1943 0.015
I -3.1118 -0.3704 -0.1755 -0.079
H 1.3513 -1.8803 0.7117 0.234
H 0.0148 0.3429 2.6498 0.335
H 1.4347 -0.5799 -0.9962 0.346
H -0.2598 -1.1753 -1.1116 0.287
H 0.7157 1.7687 -0.7518 0.373
H -0.4653 1.0796 -1.8305 0.411
```

Results
E_tot: -794.91115 Ha
LUMO (spin up / spin down): -1.09 / -0.01 eV
charge: 0
HOMO level (spin up / spin down): -8.295 / -8.102 eV
HOMO-LUMO gap (spin up / spin down): 7.21 / 8.09 eV


C4H6InLiO as an isolated structure, computed with wB97M-V/def2-TZVPD.

The geometry in XYZ format:
```
13
Properties=species:S:1:pos:R:3:mulliken_charge:R:1
C -1.4781 -0.7161 1.2224 -0.714
C -0.1527 -0.8038 0.7952 -0.776
H -1.9225 -1.4522 1.8992 0.376
H -2.1752 -0.0328 0.7258 0.401
H 0.5494 -1.4074 1.3828 0.561
H 0.2798 0.0343 0.2378 0.477
Li -0.6068 0.8299 2.8062 0.983
O 0.2553 -4.1867 -0.1145 -0.287
C 0.2370 -3.2976 -1.0904 0.133
C -0.0258 -1.9912 -0.9955 -0.075
In -0.5088 -4.6111 1.3843 1.064
H -0.0841 -1.2835 -1.8216 0.458
H 0.5330 -3.6851 -2.0812 0.398
```

Results
E_tot: -427.48516 Ha
expectation value of S²: 0.756
LUMO (spin up / spin down): -15.61 / -16.05 eV
charge: +3
spin multiplicity: 2
HOMO level (spin up / spin down): -22.734 / -22.687 eV
HOMO-LUMO gap (spin up / spin down): 7.12 / 6.63 eV


C4H6LiO2 as an isolated structure, computed with wB97M-V/def2-TZVPD.

The geometry in XYZ format:
```
13
Properties=species:S:1:pos:R:3:mulliken_charge:R:1
O 0.0596 -0.6726 -0.5173 -0.312
C -1.9814 -1.7126 -0.6128 0.198
Li -0.7389 -0.4802 -2.9234 0.952
O -2.2056 -1.5054 -1.7183 -0.285
C 0.3969 -0.4124 0.8377 -0.058
H -0.5014 -0.5962 1.4525 0.212
H 1.1215 -1.1916 1.1208 0.235
C 0.9630 0.9591 1.1396 -1.266
H 1.6729 1.2618 0.3571 0.352
H 0.1630 1.7046 1.2513 0.331
H 1.5173 0.9313 2.0879 0.376
C -0.0700 0.4209 -1.5459 -0.917
H -0.3970 1.2933 -0.9292 0.182
```

Results
E_tot: -313.87591 Ha
expectation value of S²: 0.754
LUMO (spin up / spin down): -0.21 / -0.25 eV
charge: 0
spin multiplicity: 2
HOMO level (spin up / spin down): -6.244 / -8.385 eV
HOMO-LUMO gap (spin up / spin down): 6.03 / 8.14 eV


The evaluated ΔE to the lowest compared entry with this formula, charge and spin for the records listed, in turn: 229.4, 318.3, 211.7, 408.5, 30.7, 81.3 kJ/mol.